[1]
Molecular formula: C23H38N4O5
Method: DFT, ωB97M-V/def2-TZVPD

```
! wB97M-V def2-TZVPD RIJCOSX def2/J DEFGRID3
* xyz 0 1
O -6.89895 -17.05259 11.94060
C -7.23423 -18.12500 12.33728
O -8.54783 -18.51815 12.68019
C -8.65326 -19.93987 12.82971
C -7.18058 -20.39622 12.48207
C -6.21673 -19.28896 12.50620
H -9.26751 -20.31355 12.01047
H -8.79171 -20.27959 13.85613
H -7.17776 -20.71946 11.44110
H -6.93649 -21.34580 12.95834
H -5.52097 -19.33499 11.66840
H -5.63643 -19.15302 13.41883
C -8.48987 -22.18472 12.82230
O -8.60673 -21.49918 14.03037
H -8.67673 -21.42865 12.05971
H -7.59203 -22.78086 12.65920
H -9.24379 -22.95467 12.65833
H -8.19098 -22.04406 14.70256
C -6.05185 -21.75294 14.25633
O -6.15597 -20.33347 14.34985
H -5.30638 -22.00173 15.01162
H -7.00265 -22.22837 14.49723
H -5.68699 -21.99009 13.25695
H -6.41883 -20.09758 15.24252
C -8.40597 -21.25230 15.89765
O -8.26401 -22.71628 15.51777
H -9.13735 -21.14655 16.69890
H -7.51196 -20.64214 16.02628
H -8.88589 -20.76130 15.05108
H -8.17366 -23.27849 16.29065
N -5.97025 -23.91196 15.82981
C -6.48412 -24.26525 14.56741
C -5.46362 -24.12081 13.70489
C -4.29611 -23.82444 14.38082
C -4.61375 -23.63644 15.69622
H -6.51246 -23.84989 16.67966
H -7.54804 -24.42575 14.47401
H -5.54920 -24.47298 12.68751
H -3.28610 -23.83274 13.99844
H -4.00621 -23.62075 16.58900
N -6.85282 -21.90645 10.77583
C -5.93741 -22.44173 11.58212
C -4.78586 -21.68457 11.46426
C -4.93837 -20.78850 10.40002
C -6.21576 -20.97426 9.90381
H -7.85345 -22.04066 10.80452
H -6.16804 -23.25282 12.25691
H -3.92607 -21.70866 12.11739
H -4.25386 -20.02559 10.05970
H -6.65790 -20.31095 9.17517
N -5.79503 -20.25082 17.13616
C -6.39316 -21.15527 17.94603
C -5.66940 -22.33441 17.91946
C -4.59586 -22.18563 17.07292
C -4.71299 -20.86854 16.59752
H -6.14299 -19.33268 16.89944
H -7.29585 -20.89031 18.47646
H -5.82050 -23.22554 18.51061
H -3.72932 -22.79171 16.85347
H -4.23087 -20.41883 15.74210
N -4.48873 -20.61787 13.56831
C -3.79195 -21.70931 13.42020
C -2.45967 -21.36923 13.45318
C -2.45010 -20.01289 13.52396
C -3.75394 -19.52116 13.55960
H -5.48813 -20.55639 13.70066
H -4.34810 -22.63498 13.40525
H -1.59735 -22.01914 13.43231
H -1.53756 -19.43525 13.52646
H -4.23872 -18.55626 13.57841
*
```

Properties
* E_LUMO: -0.115 eV
* gap between HOMO and LUMO: 6.729 eV
* maximum force: 19.94 eV/A
* HOMO energy: -0.252 Ha

These are the Mulliken partial charges, in e, on atoms 1 to 4: number 1, O, carries -0.613; number 2, C, carries 0.038; number 3, O, carries -0.523; number 4, C, carries 0.501


[2]
Molecular formula: C3H4FeO3
Method: DFT, ωB97M-V/def2-TZVPD

```
! wB97M-V def2-TZVPD RIJCOSX def2/J DEFGRID3
* xyz 1 6
H -3.40795 1.29452 2.45740
Fe -2.52371 0.66619 1.18283
O -0.47782 -1.25366 -1.88820
C -0.86376 -0.02856 -2.20887
C -0.71803 -1.39950 -0.35901
O -1.78360 0.19716 -2.97571
O -0.67065 0.77495 -1.15549
C -0.79159 0.02076 0.09270
H -1.60617 -2.03731 -0.25681
H 0.13070 -1.94588 0.06366
H 0.10095 0.28939 0.68071
*
```

Properties
* E_LUMO (spin up / spin down): -5.032 / -8.684 eV
* gap between HOMO and LUMO (spin up / spin down): 10.344 / 6.621 eV
* <S²>: 8.759
* maximum force: 6.23 eV/A
* HOMO energy (spin up / spin down): -0.565 / -0.562 Ha

These are the Mulliken partial charges, in e, on atoms 1 to 4: number 1, H, carries 0.251; number 2, Fe, carries 0.174; number 3, O, carries -0.311; number 4, C, carries 0.713


[3]
Molecular formula: C4H7N3
Method: DFT, ωB97M-V/def2-TZVPD

```
! wB97M-V def2-TZVPD RIJCOSX def2/J DEFGRID3
* xyz 0 1
H 2.57569 -1.67924 -0.66317
N 1.61578 -1.45768 -0.41266
C 1.47322 -0.21252 -0.16322
C 2.57574 0.74613 -0.21439
N 3.47350 1.48389 -0.27096
N 0.27543 0.35903 0.14245
C -0.95022 -0.41829 0.20239
C -2.11253 0.33247 -0.43441
H 0.26454 1.31894 0.45275
H -0.74746 -1.34965 -0.33113
H -1.17946 -0.69016 1.24104
H -1.89971 0.53848 -1.48745
H -2.30480 1.28719 0.07019
H -3.02778 -0.26545 -0.37851
*
```

Properties
* E_LUMO: 0.771 eV
* gap between HOMO and LUMO: 10.390 eV
* SMILES: [H]/N=C(\C#N)NCC
* maximum force: 1.95 eV/A
* HOMO energy: -0.354 Ha

These are the Mulliken partial charges, in e, on atoms 1 to 4: number 1, H, carries 0.245; number 2, N, carries -0.687; number 3, C, carries 0.715; number 4, C, carries 0.027


[4]
Molecular formula: C4H8NOP
Method: DFT, ωB97M-V/def2-TZVPD

```
! wB97M-V def2-TZVPD RIJCOSX def2/J DEFGRID3
* xyz 0 1
C -0.04423 -0.62124 0.13285
C 0.92831 -1.87172 0.01347
C 1.53438 1.23626 -0.15933
C 0.23171 0.66440 -0.06982
N -3.35600 0.52694 0.45887
O -1.36815 -0.94201 0.29907
P -2.20886 0.15573 -0.52139
H 1.55339 -1.88348 -0.85418
H 1.57949 -1.83043 0.88904
H 0.15661 -2.65209 -0.03513
H 1.69641 1.46050 -1.29089
H 2.34802 0.75967 0.33395
H 1.43143 2.21361 0.37005
H -0.50475 1.48365 0.11522
H -3.97774 1.30023 0.31822
*
```

Properties
* E_LUMO: 0.796 eV
* gap between HOMO and LUMO: 9.740 eV
* maximum force: 3.91 eV/A
* HOMO energy: -0.329 Ha

These are the Mulliken partial charges, in e, on atoms 1 to 4: number 1, C, carries 0.464; number 2, C, carries -1.123; number 3, C, carries -1.144; number 4, C, carries -0.010


[5]
Molecular formula: C2H6N2OS
Method: DFT, ωB97M-V/def2-TZVPD

```
! wB97M-V def2-TZVPD RIJCOSX def2/J DEFGRID3
* xyz 0 1
C 1.57944 -0.63541 0.07262
C -1.10852 -0.32229 0.25322
H 2.29895 -1.07891 0.94812
H 2.04777 -0.92839 -1.15930
H 1.53834 0.75393 0.06011
H -1.97339 -1.40454 1.50038
H -1.54397 1.67477 -0.03283
H 0.31722 2.08459 -1.34917
N -2.21403 -0.57704 0.87953
N -0.78923 0.93534 -0.09004
O -0.29408 1.15165 -1.48368
S 0.14149 -1.65369 0.40106
*
```

Properties
* E_LUMO: 0.061 eV
* gap between HOMO and LUMO: 8.919 eV
* maximum force: 5.01 eV/A
* HOMO energy: -0.326 Ha

These are the Mulliken partial charges, in e, on atoms 1 to 4: number 1, C, carries -0.623; number 2, C, carries 0.442; number 3, H, carries 0.282; number 4, H, carries 0.224


[6]
Molecular formula: C6H7NO
Method: DFT, ωB97M-V/def2-TZVPD

```
! wB97M-V def2-TZVPD RIJCOSX def2/J DEFGRID3
* xyz 0 1
C 2.01716 -1.19754 -0.06935
C 0.83361 -0.24728 0.15321
C -0.26460 1.76957 0.04102
C -1.26261 0.72578 -0.23685
C -2.46776 -0.30955 0.04346
C -0.62749 -0.38443 -0.10285
H 1.63599 -2.33380 0.47713
H 2.86640 -0.71262 0.62178
H 2.56024 -1.19150 -1.08671
H 1.58544 1.90618 -0.72212
H -0.33291 2.84721 -0.03157
H -3.19304 -0.61029 -0.67678
H -2.64166 -0.03931 1.24749
N 0.80315 1.14769 0.27707
O -1.51191 -1.37011 0.06509
*
```

Properties
* E_LUMO: -0.274 eV
* gap between HOMO and LUMO: 7.174 eV
* maximum force: 10.54 eV/A
* HOMO energy: -0.274 Ha

These are the Mulliken partial charges, in e, on atoms 1 to 4: number 1, C, carries -0.969; number 2, C, carries -0.304; number 3, C, carries -0.612; number 4, C, carries -0.151


Values of ΔE to the lowest compared entry with this formula, charge and spin, in order: 1027.4; 89.7; 10.0; 44.6; 135.4; 186.0, all in kcal/mol.
Values of E_tot, in order: -1492.7772; -1605.6380; -320.8673; -628.5012; -662.5510; -362.5171, all in hartree.